Formula: C14H19BF4N2O4P
Source: OMol25
Level of theory: ωB97M-V with the def2-TZVPD basis set

Its charge is +1. The orbital gap is 8.3 eV.

CARTESIAN COORDINATES (ANGSTROEM)
C 0.207 1.352 -4.233
C -1.264 1.222 -3.553
C -1.372 -0.322 -3.060
O -2.187 -0.502 -1.858
N -1.462 -0.447 -0.732
C -0.999 0.687 -0.196
C -0.181 0.604 1.179
P -0.789 2.115 2.141
O -2.315 2.295 2.182
C 1.420 0.856 1.132
C 2.325 0.243 0.055
C 3.875 0.402 -0.035
C 4.421 1.318 1.122
C 3.361 1.878 2.086
N 1.963 1.684 2.144
C -0.594 -0.886 1.592
C -1.442 -1.193 2.904
F -1.081 -0.419 4.039
F -1.128 -2.557 3.264
C -3.048 -1.226 2.644
F -3.785 -1.134 3.853
F -3.465 -0.331 1.625
C -1.023 -1.565 0.191
B 0.003 -2.704 -0.372
O 0.362 -2.905 -1.748
O 0.559 -3.620 0.621
H 0.343 2.308 -4.832
H 0.324 0.402 -4.878
H 0.978 1.229 -3.382
H -1.438 1.975 -2.713
H -2.025 1.386 -4.406
H -0.306 -0.709 -2.953
H -1.881 -0.925 -3.898
H -1.135 1.750 -0.579
H -0.261 2.104 3.481
H -0.253 3.272 1.445
H 1.816 -0.405 -0.748
H 4.530 -0.075 -0.828
H 5.546 1.539 1.215
H 3.784 2.575 2.903
H 0.426 -1.362 1.857
H -3.251 -2.289 2.239
H -2.012 -2.166 0.289
H 1.040 -2.270 -2.060
H 1.417 -3.183 0.859

Force components x, y, z for each atom (eV/Å):
-0.6 -1.1 1.0
0.4 -0.6 -1.0
0.7 1.1 -2.3
0.2 -0.8 -0.1
3.3 4.0 3.5
0.5 0.5 -0.2
-0.2 -0.3 -1.3
-3.8 1.8 1.4
3.0 -1.0 -0.5
3.4 -0.3 -1.4
1.0 0.5 0.8
-2.8 2.6 4.3
-3.8 -1.6 -1.5
1.0 -0.5 -0.8
2.1 -1.9 -3.3
2.4 -0.5 0.3
-0.9 -0.8 1.0
-0.5 -1.3 -2.8
-0.6 2.8 -0.8
-0.6 -1.6 0.2
1.7 0.6 -2.8
0.8 -1.2 2.3
-2.4 -1.9 0.4
1.6 -1.8 -0.2
-0.2 1.3 2.1
-0.4 2.9 -1.6
-0.1 -1.4 0.9
0.0 1.7 0.6
-0.9 0.5 -1.4
0.2 -1.1 -1.2
1.0 -0.1 1.7
-1.6 0.2 0.4
0.7 0.8 1.6
-0.3 -1.8 -0.1
0.1 -0.2 -1.1
0.3 -1.1 0.3
0.8 1.1 1.3
-1.1 0.7 1.2
-2.1 -0.2 0.0
-0.9 -1.3 -1.4
-1.7 0.5 -0.2
0.2 1.7 0.6
1.5 0.7 0.2
-0.6 -0.6 0.0
-0.7 -1.0 0.0

***

Formula: C14H19BrOOs
Source: OMol25
Level of theory: ωB97M-V with the def2-TZVPD basis set

As for the spin multiplicity: 5. The relative energy (zero: lowest compared OMol25 entry of this formula, charge and spin) is 0.0 kJ/mol. Its charge is 0. The orbital gap (spin up / spin down) is 6.7 / 5.7 eV. The expectation value of S² is 6.04.

CARTESIAN COORDINATES (ANGSTROEM)
C 1.585 -0.589 -1.910
C 1.922 -0.501 -0.545
C 0.962 -1.249 0.226
H 2.791 0.028 -0.176
C -0.057 -1.684 -0.699
C 0.373 -1.374 -1.990
H -0.031 -1.785 -2.875
H 2.199 -0.252 -2.720
H 1.146 -1.653 1.205
H -0.913 -2.300 -0.432
Os 0.080 0.628 -1.363
Br 0.673 2.349 0.171
C -1.173 1.708 -2.539
C -1.395 0.527 -3.328
C -0.180 0.223 -4.038
H -2.335 -0.029 -3.444
C 0.742 1.250 -3.746
C 0.185 2.153 -2.830
H 0.626 3.105 -2.579
H -1.965 2.343 -2.196
H -0.016 -0.662 -4.678
H 1.739 1.340 -4.151
C -1.124 -1.505 3.046
C -0.390 -0.236 2.674
C -1.209 0.929 3.174
C 0.789 -0.210 3.616
O -0.216 -0.030 1.289
H -1.322 -1.626 4.109
H -0.549 -2.363 2.729
H -2.055 -1.567 2.545
H -1.385 0.778 4.241
H -0.641 1.858 3.021
H -2.160 1.033 2.643
H 1.554 -0.987 3.365
H 1.324 0.736 3.555
H 0.429 -0.386 4.630

Force components x, y, z for each atom (eV/Å):
1.8 -2.8 -0.5
0.6 0.2 0.2
-1.0 0.6 1.1
-0.3 -0.1 0.1
0.5 -1.5 0.7
0.7 -1.4 -0.5
-0.4 -0.2 -0.5
0.2 -0.3 0.0
0.2 -0.3 0.0
0.2 0.3 -0.1
-0.5 1.4 3.9
0.1 1.7 0.8
-1.1 1.2 -1.5
0.5 -0.6 -1.6
-1.6 0.8 -0.8
0.6 0.3 0.3
0.2 -0.2 -1.6
-0.6 0.8 -0.8
-0.2 -0.1 0.2
-0.1 0.2 0.4
-0.1 0.8 0.5
0.0 -0.1 0.0
0.1 -0.7 -0.4
-0.9 0.4 0.6
-0.5 0.9 -0.2
2.2 -0.6 -0.8
0.6 -0.9 0.5
0.1 0.2 0.1
0.3 -0.5 -0.1
-1.1 0.0 -0.6
-0.2 0.2 0.0
-0.2 -0.2 0.1
0.0 -0.1 0.1
-0.6 0.3 0.3
0.0 0.2 0.1
0.2 0.1 -0.1